Version a
C5H6O2 | ωB97M-V with the def2-TZVPD basis set

M   98.10 g/mol
E_HOMO   -0.356 Eh
2S+1   1
SMILES string   O=C1CO[C@H]2C[C@@H]12
Kohn-Sham gap   10.57 eV
Net charge   0

Each line ends with the natural charge from an NBO analysis.
Positions of all 13 atoms, in Å:
O (1.13447, 1.92085, 0.98478)  -0.5180
C (0.70706, 0.97751, 0.36562)  0.5734
C (1.55025, -0.18998, -0.15328)  -0.1838
O (0.67204, -1.11377, -0.76892)  -0.5032
C (-0.64323, -0.61923, -0.73754)  0.0990
C (-1.32250, -0.49584, 0.58234)  -0.4230
C (-0.69926, 0.72496, -0.07935)  -0.3781
H (2.11409, -0.66939, 0.65435)  0.2087
H (2.26787, 0.19890, -0.88912)  0.2097
H (-1.21065, -0.87522, -1.62601)  0.2091
H (-0.85272, -0.88757, 1.48072)  0.2267
H (-2.40787, -0.53316, 0.58675)  0.2312
H (-1.30955, 1.56193, -0.40034)  0.2484


Version b
C5H6O2 | ωB97M-V with the def2-TZVPD basis set

M   98.10 g/mol
E_HOMO   -0.345 Eh
2S+1   1
Kohn-Sham gap   8.27 eV
Net charge   0

Each line ends with the natural charge from an NBO analysis.
Positions of all 13 atoms, in Å:
O (1.76742, 2.31666, -0.01395)  -0.4924
C (1.18065, 1.29618, -0.26371)  0.4423
C (-1.44155, -0.22855, -0.42060)  0.2200
C (-0.72333, 0.11079, 0.80395)  -0.5631
C (0.81161, 0.23615, 0.74895)  -0.5123
C (-0.97979, -1.27582, -1.26495)  0.2040
O (-1.23097, -2.42458, -0.90771)  -0.5624
H (0.83847, 1.07525, -1.30450)  0.0979
H (-0.99298, -0.81651, 1.35712)  0.3160
H (-1.17373, 0.94189, 1.35432)  0.2344
H (1.25028, -0.72012, 0.43701)  0.2368
H (1.21973, 0.51978, 1.72273)  0.2403
H (-0.52582, -1.03111, -2.24865)  0.1384


Version c
C5H6O2 | ωB97M-V with the def2-TZVPD basis set

M   98.10 g/mol
E_HOMO   -0.350 Eh
2S+1   1
SMILES string   C#C[C@@H](C)OC=O
Kohn-Sham gap   10.51 eV
Net charge   0

Each line ends with the natural charge from an NBO analysis.
Positions of all 13 atoms, in Å:
C (-0.68972, 2.07393, -0.01612)  -0.2271
C (-0.30947, 0.96513, 0.25000)  -0.0203
C (-0.08366, -0.46045, 0.40909)  0.0050
C (-1.41654, -1.14656, 0.12953)  -0.6091
O (0.99692, -0.89564, -0.51200)  -0.4949
C (2.01512, -0.01864, -0.49491)  0.6373
O (2.03239, 0.99470, 0.15085)  -0.5600
H (-0.62023, 3.11406, -0.20536)  0.2367
H (0.30204, -0.73095, 1.39490)  0.2149
H (-1.97685, -0.59121, -0.62632)  0.2304
H (-2.02175, -1.13731, 1.04320)  0.2276
H (-1.26552, -2.17612, -0.18412)  0.2253
H (2.85924, -0.29423, -1.13095)  0.1341


It is version a that is most stable; the runner-up trails by 98.7 kJ/mol.